{"formula": "C31H54BrClNO21P", "method": "ωB97M-V with the def2-TZVPD basis set", "smiles": "C#C[C@]1(C[C@@H](C)Br)[C@@H](P(O)Cl)C(=O)O[C@@]1(CCO)ON=O.CCOC(=O)OC.CCOC(=O)OC.CCOC(=O)OC.CCOC(=O)OC.CCOC(=O)OC", "multiplicity": 1, "symbols": ["C", "C", "C", "C", "C", "C", "Br", "C", "P", "O", "Cl", "C", "O", "O", "C", "C", "C", "O", "O", "N", "O", "H", "H", "H", "H", "H", "H", "H", "H", "H", "H", "H", "H", "H", "H", "C", "C", "O", "C", "O", "O", "C", "H", "H", "H", "H", "H", "H", "H", "H", "C", "C", "O", "C", "O", "O", "C", "H", "H", "H", "H", "H", "H", "H", "H", "C", "C", "O", "C", "O", "O", "C", "H", "H", "H", "H", "H", "H", "H", "H", "C", "C", "O", "C", "O", "O", "C", "H", "H", "H", "H", "H", "H", "H", "H", "C", "C", "O", "C", "O", "O", "C", "H", "H", "H", "H", "H", "H", "H", "H"], "coordinates": [[-5.17, 2.00, 2.38], [-4.34, 1.58, 1.43], [-3.39, 0.93, 0.26], [-4.24, 1.23, -1.05], [-3.48, 1.56, -2.42], [-2.91, 3.10, -2.52], [-2.07, 0.29, -2.98], [-3.22, -0.58, 0.86], [-2.61, -1.98, -0.26], [-0.95, -2.36, 0.16], [-3.67, -3.80, 0.08], [-2.27, -0.14, 2.13], [-1.97, -0.95, 3.08], [-1.87, 1.27, 2.04], [-1.97, 1.61, 0.60], [-1.81, 3.21, 0.66], [-0.86, 3.72, 1.89], [0.47, 3.14, 1.89], [-0.87, 0.78, 0.08], [0.03, 1.51, -0.61], [1.02, 0.82, -0.72], [-5.58, 2.58, 3.29], [-4.94, 0.31, -1.25], [-4.98, 2.11, -0.81], [-4.29, 1.52, -3.26], [-3.47, 3.71, -1.72], [-3.06, 3.51, -3.59], [-1.76, 3.08, -2.36], [-4.30, -0.87, 1.12], [-0.93, -2.52, 1.14], [-2.82, 3.78, 0.82], [-1.35, 3.68, -0.30], [-0.72, 4.87, 1.69], [-1.40, 3.66, 2.91], [1.03, 3.52, 1.18], [0.15, -4.40, -1.97], [-0.51, -5.61, -1.34], [-0.32, -6.78, -2.15], [0.89, -7.37, -2.04], [1.79, -7.02, -1.32], [0.91, -8.42, -2.89], [2.17, -9.09, -2.93], [-0.20, -4.27, -3.00], [-0.09, -3.49, -1.40], [1.23, -4.51, -2.01], [-1.59, -5.44, -1.27], [-0.14, -5.78, -0.32], [2.50, -9.38, -1.93], [2.92, -8.46, -3.41], [2.04, -10.00, -3.52], [-2.76, -2.94, 5.30], [-1.73, -2.36, 6.26], [-1.95, -2.85, 7.59], [-1.48, -4.09, 7.83], [-0.89, -4.80, 7.05], [-1.79, -4.41, 9.10], [-1.41, -5.74, 9.47], [-3.77, -2.77, 5.67], [-2.66, -2.49, 4.31], [-2.64, -4.03, 5.20], [-1.85, -1.28, 6.30], [-0.71, -2.56, 5.93], [-0.36, -5.93, 9.26], [-2.05, -6.46, 8.96], [-1.57, -5.84, 10.55], [3.07, 9.62, -0.77], [2.96, 8.55, 0.29], [2.46, 7.32, -0.26], [3.35, 6.57, -0.93], [4.52, 6.83, -1.08], [2.71, 5.49, -1.41], [3.53, 4.64, -2.21], [2.12, 9.74, -1.29], [3.36, 10.57, -0.33], [3.81, 9.35, -1.53], [2.25, 8.86, 1.06], [3.92, 8.38, 0.80], [4.45, 4.36, -1.68], [3.77, 5.13, -3.16], [2.97, 3.73, -2.43], [-5.25, -2.70, -7.48], [-4.23, -2.13, -6.52], [-4.45, -2.62, -5.19], [-3.98, -3.86, -4.95], [-3.39, -4.57, -5.74], [-4.29, -4.18, -3.68], [-3.92, -5.51, -3.31], [-6.27, -2.53, -7.12], [-5.15, -2.25, -8.47], [-5.13, -3.78, -7.58], [-4.34, -1.04, -6.48], [-3.21, -2.33, -6.85], [-2.86, -5.70, -3.52], [-4.55, -6.23, -3.83], [-4.08, -5.62, -2.24], [6.30, 5.19, 1.99], [6.83, 5.17, 0.57], [8.14, 4.58, 0.53], [8.17, 3.23, 0.57], [7.20, 2.50, 0.62], [9.45, 2.84, 0.56], [9.63, 1.43, 0.67], [7.01, 5.68, 2.66], [5.35, 5.73, 2.04], [6.14, 4.18, 2.37], [6.94, 6.19, 0.20], [6.15, 4.65, -0.11], [9.05, 0.89, -0.08], [9.36, 1.10, 1.68], [10.69, 1.21, 0.51]]}

---

{"formula": "C10H17N6O5P", "method": "ωB97M-V with the def2-TZVPD basis set", "e_above_lowest_kj_mol": 112.3, "multiplicity": 1, "symbols": ["O", "O", "N", "N", "N", "O", "O", "O", "C", "C", "C", "C", "N", "N", "N", "C", "C", "C", "C", "C", "C", "P", "H", "H", "H", "H", "H", "H", "H", "H", "H", "H", "H", "H", "H", "H", "H", "H", "H"], "coordinates": [[-0.68, -3.88, -3.65], [3.26, 2.89, 0.14], [-0.76, -0.93, -0.08], [-2.04, -2.32, -1.26], [1.29, -1.38, -1.04], [-3.05, -0.01, 1.36], [3.18, 0.55, -0.67], [1.50, 2.21, -1.18], [-0.17, -3.07, -2.86], [-0.03, -1.63, -0.92], [-0.84, -2.45, -1.67], [1.81, -2.01, -2.07], [3.15, -1.93, -2.16], [1.15, -2.63, -3.03], [-2.00, -1.31, -0.33], [-3.30, -0.80, 0.23], [-2.62, 1.33, 1.10], [-2.05, 1.84, 2.44], [-0.73, 1.25, 2.81], [0.34, 1.92, 1.89], [1.61, 1.09, 1.53], [2.44, 1.68, -0.01], [2.44, -0.07, -0.91], [2.08, 2.89, -1.34], [3.61, -2.49, -2.81], [3.65, -1.37, -1.48], [1.66, -3.09, -3.72], [-3.64, -0.15, -0.63], [-4.01, -1.64, 0.30], [-1.92, 1.44, 0.30], [-3.46, 2.00, 0.73], [-2.11, 2.94, 2.44], [-2.68, 1.46, 3.24], [-0.78, 0.15, 2.62], [-0.52, 1.42, 3.85], [-0.09, 2.19, 0.95], [0.75, 2.83, 2.28], [2.31, 0.87, 2.32], [1.26, 0.19, 1.27]]}

---

{"formula": "C2H2FIO", "method": "ωB97M-V with the def2-TZVPD basis set", "e_above_lowest_kj_mol": 12.9, "multiplicity": 1, "symbols": ["C", "C", "O", "F", "I", "H", "H"], "coordinates": [[0.75, -2.22, 0.15], [0.20, 1.05, -0.13], [-0.23, -2.77, 0.16], [0.32, 2.30, -0.11], [-1.97, 0.67, 0.28], [0.28, 0.46, -1.04], [0.64, 0.52, 0.70]]}

---

Summary of total energy in Eh
-6223.733298 -1437.387276 -550.168717
(order as listed above)
Summary of E_HOMO in eV
-9.21 -8.97 -9.55
(order as listed above)